A structure of composition C18H40AlB2BrCaCl3F4IKN2O10P. Source: the Open Molecules 2025 dataset; level of theory: the ωB97M-V functional and the def2-TZVPD basis.

Structure (ORCA input):
```
! wB97M-V def2-TZVPD RIJCOSX def2/J DEFGRID3
* xyz 0 1
I 2.9657 -1.4573 1.0753
B 1.5131 -0.4942 -0.5693
O 0.8299 0.4040 0.3344
C -0.4896 -0.0837 0.3796
C -0.4754 -1.5366 -0.0527
O 0.6383 -1.5442 -0.9521
H 2.0685 -0.0541 -1.5359
H -1.0035 0.4774 -0.4007
H -0.9267 0.0135 1.3769
H -1.3254 -1.7987 -0.6638
H -0.3564 -2.2663 0.7491
Ca -2.0889 1.1117 2.6766
Br 4.9259 -2.5490 0.0308
C -2.8681 0.5365 7.6868
Cl -2.3970 0.3874 5.9664
Cl -3.8485 1.9623 7.9712
H -3.4368 -0.3473 7.9450
H -1.9600 0.6013 8.2722
O 6.8556 -1.9956 -6.1143
P 7.1055 -0.6852 -5.5078
O 5.7477 0.1303 -5.3239
C 4.5999 -0.4653 -4.6953
C 4.7950 -0.5773 -3.1993
O 7.7819 0.1908 -6.7393
C 8.0866 -0.4459 -7.9388
C 6.9010 -0.3174 -8.8877
O 8.0063 0.0241 -4.4456
C 8.4697 -0.6072 -3.2055
C 8.8227 -2.0553 -3.3601
H 4.3861 -1.4513 -5.1146
H 3.7603 0.1830 -4.9430
H 5.5489 -1.3367 -2.9748
H 3.8719 -0.8717 -2.7040
H 5.1324 0.3688 -2.7759
H 8.3466 -1.4946 -7.7941
H 8.9688 0.0514 -8.3583
H 5.9698 -0.6515 -8.4317
H 7.0710 -0.9212 -9.8009
H 6.7543 0.7360 -9.1793
H 7.7151 -0.4637 -2.4324
H 9.3482 -0.0483 -2.8934
H 7.9494 -2.6685 -3.6104
H 9.2353 -2.4414 -2.4186
H 9.5616 -2.1971 -4.1533
Al 7.5127 -0.0478 -11.5956
B 5.7947 -2.4175 4.4149
F 5.9024 -1.6111 5.5628
F 4.5324 -2.1453 3.7986
F 6.7954 -2.1109 3.5006
F 5.8287 -3.7710 4.7697
N 10.1259 -3.0818 0.7013
O 9.4539 -3.3660 -0.3294
O 10.7392 -1.9935 0.7387
O 10.1872 -3.8790 1.6369
C -8.6948 -0.3646 2.1754
C -8.3066 1.0659 1.7621
C -9.5248 1.9840 1.9270
C -9.9086 2.2965 3.3798
C -8.7032 2.2481 4.3350
C -7.3434 2.4489 3.6553
N -7.1928 1.4409 2.6200
O -6.0022 1.4832 1.9375
C -6.2830 2.1998 4.7250
C -7.2025 3.8988 3.1668
C -7.9661 1.0334 0.2786
H -7.8494 -1.0422 2.0360
H -9.5155 -0.7356 1.5786
H -8.9974 -0.4220 3.2323
H -9.3269 2.9217 1.4084
H -10.3894 1.5482 1.4048
H -10.3743 3.2823 3.4145
H -10.6766 1.5979 3.7327
H -8.8397 2.9875 5.1265
H -8.6906 1.2783 4.8432
H -6.3105 1.1602 5.0560
H -6.4578 2.8393 5.5944
H -5.2840 2.4139 4.3470
H -7.3107 4.5947 4.0037
H -7.9505 4.1678 2.4204
H -6.2183 4.0568 2.7270
H -8.8397 0.6939 -0.2932
H -7.1435 0.3531 0.0711
H -7.6914 2.0221 -0.0821
Cl -3.5694 -0.6422 0.8468
K -10.8653 -1.7389 2.0834
*
```

A cluster of 10 separate species, C34H78BN9O14 in total. Source: the Open Molecules 2025 dataset; level of theory: the ωB97M-V functional and the def2-TZVPD basis.

- SMILES: CCCCCCOC(=O)OB(O)O.CNC(C)=O.CNC(C)=O.CNC(C)=O.CNC(C)=O.CNC(C)=O.CNC(C)=O.CNC(C)=O.CNC(C)=O.CNC(C)=O

Structure (ORCA input):
```
! wB97M-V def2-TZVPD RIJCOSX def2/J DEFGRID3
* xyz 0 1
C 4.8823 -1.5039 0.1610
C 5.2189 0.0925 0.3606
C 3.8036 0.9702 0.5229
C 3.3616 1.7115 -0.8695
C 2.6660 3.1816 -0.6966
C 1.7825 3.3772 0.6823
O 0.4875 2.7469 0.4554
C 0.1447 1.6961 1.4057
O 0.9540 0.9621 2.1668
O -1.3118 1.3391 1.4924
B -1.7029 0.6361 0.2350
O -0.8029 0.3597 -0.9058
O -3.1226 0.1895 0.1145
H 4.1450 -1.6219 -0.7594
H 4.2636 -1.8670 1.1126
H 5.8679 -2.1301 0.0040
H 5.8807 0.5667 -0.4802
H 5.7903 0.2022 1.3912
H 3.9883 1.6861 1.4304
H 2.9731 0.1419 0.7352
H 2.6998 0.9621 -1.5112
H 4.3440 1.8837 -1.5256
H 1.8973 3.3332 -1.5973
H 3.4982 4.0193 -0.7765
H 2.3406 3.0945 1.6667
H 1.5773 4.5522 0.7564
H -1.3249 0.6514 -1.7338
H -3.6175 0.9899 -0.2704
C -5.6789 4.3519 3.2927
C -5.1787 3.2493 2.4020
O -5.2439 3.3205 1.1762
N -4.6385 2.1425 2.9872
C -4.4702 1.8639 4.3935
H -6.0796 5.1630 2.6773
H -6.4799 3.9799 3.9367
H -4.8580 4.7495 3.8950
H -4.3261 1.4477 2.3189
H -3.4053 1.7070 4.5821
H -5.0135 0.9440 4.6235
H -4.8378 2.6728 5.0257
C 6.4800 1.7793 -5.0068
C 5.0970 1.2874 -4.6836
O 4.9048 0.2652 -4.0278
N 4.0332 2.0086 -5.1391
C 4.0415 3.2241 -5.9175
H 7.2187 1.0977 -4.5747
H 6.6260 1.8041 -6.0898
H 6.6350 2.7726 -4.5776
H 3.1381 1.6106 -4.8789
H 3.5120 3.9931 -5.3497
H 3.5030 3.0329 -6.8491
H 5.0515 3.5675 -6.1435
C -0.5970 4.3655 -4.4557
C 0.7450 4.8991 -4.8722
O 1.5376 4.2290 -5.5314
N 1.0785 6.1677 -4.4995
C 0.2999 7.1106 -3.7327
H -0.7136 3.3435 -4.8284
H -0.6708 4.3452 -3.3653
H -1.3941 4.9807 -4.8811
H 1.9976 6.4509 -4.8193
H 0.1552 8.0054 -4.3432
H 0.8724 7.3753 -2.8402
H -0.6700 6.7086 -3.4384
C 4.8325 -6.0691 2.5522
C 4.7630 -5.1979 1.3294
O 5.7027 -4.4852 0.9819
N 3.6153 -5.2100 0.5933
C 2.4089 -5.9675 0.8263
H 5.8094 -5.9485 3.0297
H 4.0604 -5.7740 3.2676
H 4.7128 -7.1190 2.2725
H 3.6496 -4.5969 -0.2129
H 2.2289 -6.5950 -0.0501
H 1.5820 -5.2614 0.9365
H 2.4753 -6.5939 1.7164
C -5.0756 -3.6321 3.4437
C -4.6622 -2.2561 3.0022
O -4.9678 -1.2481 3.6365
N -3.9256 -2.1392 1.8607
C -3.4664 -3.1858 0.9791
H -5.6559 -3.5583 4.3682
H -5.7024 -4.0989 2.6795
H -4.1918 -4.2448 3.6394
H -3.6883 -1.1806 1.6331
H -2.3756 -3.1369 0.9352
H -3.8734 -2.9922 -0.0165
H -3.7743 -4.1771 1.3130
C 6.0244 -10.6276 2.5301
C 6.4378 -9.2515 2.0886
O 6.1322 -8.2435 2.7229
N 7.1744 -9.1346 0.9471
C 7.6336 -10.1812 0.0655
H 5.4441 -10.5538 3.4546
H 5.3976 -11.0944 1.7659
H 6.9082 -11.2402 2.7258
H 7.4117 -8.1760 0.7194
H 8.7244 -10.1323 0.0216
H 7.2266 -9.9876 -0.9302
H 7.3257 -11.1726 0.3993
C -4.4970 7.7014 -2.9192
C -3.1550 8.2350 -3.3357
O -2.3624 7.5649 -3.9949
N -2.8215 9.5036 -2.9631
C -3.6001 10.4465 -2.1962
H -4.6136 6.6794 -3.2919
H -4.5708 7.6811 -1.8288
H -5.2941 8.3166 -3.3446
H -1.9024 9.7868 -3.2828
H -3.7448 11.3413 -2.8067
H -3.0276 10.7113 -1.3037
H -4.5700 10.0445 -1.9019
C -3.1800 -2.0721 6.9407
C -4.0854 -3.1942 7.3654
O -4.0655 -4.2930 6.8139
N -4.9498 -2.9705 8.3960
C -5.1296 -1.7652 9.1695
H -2.5522 -2.4063 6.1093
H -3.7733 -1.2184 6.6031
H -2.5289 -1.7811 7.7691
H -5.5236 -3.7753 8.6199
H -4.9355 -2.0041 10.2181
H -6.1694 -1.4461 9.0620
H -4.4661 -0.9613 8.8492
C -3.5191 -0.6150 -5.7600
C -3.3815 -0.4684 -4.2704
O -3.0531 0.5946 -3.7470
N -3.6324 -1.5576 -3.4893
C -4.0265 -2.8839 -3.9005
H -3.2861 0.3389 -6.2423
H -2.8181 -1.3682 -6.1293
H -4.5453 -0.8897 -6.0170
H -3.5177 -1.3757 -2.4990
H -4.9850 -3.1136 -3.4285
H -3.2725 -3.5880 -3.5399
H -4.1218 -2.9737 -4.9831
*
```

A cluster of 2 separate species, C5H10NP in total. Source: the Open Molecules 2025 dataset; level of theory: the ωB97M-V functional and the def2-TZVPD basis.

- Relative energy (zero: lowest compared OMol25 entry of this formula, charge and spin): 457.2 kJ/mol

Structure (ORCA input):
```
! wB97M-V def2-TZVPD RIJCOSX def2/J DEFGRID3
* xyz 0 1
C 0.6086 -1.7610 -0.5890
C 1.9712 -1.1505 -0.8352
C -2.2074 1.4623 0.4974
C -1.1407 2.0428 -0.4573
C 1.4852 -1.2977 0.5086
N -0.8145 0.9390 0.3879
P 0.4106 0.8055 1.5166
H -0.4674 -1.5575 -0.8621
H 0.6258 -2.9767 -0.7142
H 2.6554 -1.9595 -1.2323
H 2.1957 -0.2023 -1.2472
H -2.5522 2.3532 1.1661
H -2.9893 0.8867 0.0493
H -1.1399 1.7396 -1.4465
H -0.5007 2.9158 -0.2248
H 1.8987 -1.9776 1.2528
H -0.0392 -0.2621 2.2300
*
```

A structure of composition C2H11N3O. Source: the Open Molecules 2025 dataset; level of theory: the ωB97M-V functional and the def2-TZVPD basis.

- Relative energy (zero: lowest compared OMol25 entry of this formula, charge and spin): 371.4 kJ/mol

Structure (ORCA input):
```
! wB97M-V def2-TZVPD RIJCOSX def2/J DEFGRID3
* xyz 0 1
C -0.1152 1.1393 -0.9660
C 0.9697 0.9612 0.7122
N 1.6625 -0.1790 0.9709
O -1.5201 1.2378 -0.6234
H -1.6374 1.9994 -0.0485
H 0.8701 -1.1692 0.5387
H 2.5677 -0.1655 0.5096
H 0.2625 2.1228 -1.2708
H -0.0729 0.5682 -1.9005
H 1.5346 1.8920 0.6416
H 0.0730 1.0571 1.3222
N -0.0739 -1.6925 -0.1958
N -1.3895 -1.7817 0.3945
H -1.9184 -0.9739 0.0688
H 0.1017 -2.5279 -0.7460
H -0.0425 -0.8115 -0.8062
H -1.2718 -1.6766 1.3988
*
```

| no. | F_max (eV/A) | Kohn-Sham gap (eV) |
| --- | --- | --- |
| 1 | 4.02 | 1.127 |
| 2 | 8.74 | 8.919 |
| 3 | 4.04 | 8.074 |
| 4 | 2.58 | 8.267 |